DFT (ωB97M-V/def2-TZVPD) results for a cluster of 2 separate species, C13H21BF2N2O7PS in total.

**Orbital gap**: 0.2614 Eh
**Lowest unoccupied orbital energy**: -5.365 eV
**Charge**: +1

Positions of all 48 atoms, in Å:
C 2.9148 2.7132 2.2169
C 3.0109 2.7253 0.6237
F 4.4264 2.5507 0.2986
C 2.2436 1.5378 -0.1160
C 0.6586 1.5601 0.0037
C -0.0881 0.1867 -0.1866
C 0.6956 -1.1741 -0.4446
O 1.3709 -1.3123 -1.4825
O 0.5900 -2.1964 0.5287
C -1.6432 0.1254 -0.1333
C -2.4079 1.4467 0.1049
P -4.3090 1.4844 0.1423
C -5.0072 0.2618 1.4137
C -4.7964 0.8933 -1.6141
N -1.6867 2.6941 0.2996
B -2.5829 3.9218 0.5689
N -2.9835 4.8538 -0.5249
O -2.9522 4.0767 1.9553
C -0.2424 2.7802 0.2452
F 0.3144 4.0577 0.4068
H 2.7962 1.6826 2.6870
H 2.1315 3.4769 2.5864
H 3.9242 3.1242 2.6030
H 2.7381 3.7486 0.1675
H 2.5927 0.5575 0.3910
H 2.5231 1.4076 -1.2255
H 0.2982 -3.0400 0.1019
H -2.2274 -0.8563 -0.2605
H -5.1873 -0.7378 0.8709
H -6.0610 0.6532 1.6781
H -4.3396 0.1647 2.3339
H -5.9167 0.9647 -1.8055
H -4.2635 1.5182 -2.4276
H -4.4838 -0.1934 -1.8174
H -2.0866 5.2578 -0.8701
H -3.4664 4.3426 -1.2809
H -3.5788 4.8268 2.0559
C 4.0871 -4.7686 -0.3647
C 2.8419 -4.5013 -1.1965
O 2.6730 -5.6688 -1.9973
S 3.2088 -6.9605 -1.1706
O 2.0830 -7.5983 -0.5560
O 4.1482 -7.6626 -1.9886
O 4.0218 -6.1524 -0.0215
H 4.9956 -4.6051 -0.9510
H 4.1218 -4.1541 0.5357
H 2.9427 -3.6158 -1.8240
H 1.9578 -4.3972 -0.5602

Atomic forces in eV per Å
C 0.62 1.01 -0.06
C 0.72 0.19 -0.14
F -2.14 -0.04 0.27
C -0.16 -0.54 0.52
C -2.96 -0.76 -0.14
C -2.34 2.37 1.16
C 1.77 -0.78 -2.27
O -2.53 0.66 3.58
O -1.00 1.73 -1.62
C 2.27 3.52 0.48
C 3.47 -2.72 -0.38
P -0.49 1.33 -0.48
C -0.41 -0.83 -0.72
C 0.74 -0.93 -0.83
N 2.25 -2.82 -0.33
B -2.13 1.57 2.29
N 1.31 -1.23 0.97
O 0.83 -0.03 -3.41
C 0.05 -2.43 -0.54
F -1.82 -3.15 -0.34
H -0.11 1.33 -0.82
H 1.01 -1.50 -0.58
H -1.60 -0.65 -0.73
H 0.41 -1.65 0.86
H -0.59 1.54 -0.76
H -0.41 0.57 1.66
H 0.67 0.80 0.19
H 1.09 1.80 0.24
H 0.50 1.27 1.13
H 1.87 -0.40 -0.27
H -1.03 0.12 -1.32
H 1.45 0.08 0.61
H -0.83 -0.77 1.52
H -0.49 1.46 0.36
H -1.07 -0.13 -0.21
H 0.50 0.55 0.31
H 0.54 -0.52 -0.17
C 0.28 0.37 -0.29
C -0.09 0.18 0.31
O 0.56 -0.37 0.25
S 0.07 -0.35 0.00
O 0.92 0.33 -0.45
O -0.92 0.43 0.57
O -0.71 -0.19 -0.39
H -0.08 0.06 0.01
H -0.03 -0.27 0.04
H -0.03 -0.23 -0.12
H 0.09 0.02 0.05

Okay, here come the natural (NBO) numbers, in e, for every atom:
1. C -0.6824
2. C 0.2080
3. F -0.3769
4. C -0.4815
5. C -0.0216
6. C -0.0015
7. C 0.7601
8. O -0.4995
9. O -0.6992
10. C -0.2072
11. C 0.0110
12. P 0.7385
13. C -0.9192
14. C -0.9249
15. N -0.6082
16. B 1.2230
17. N -1.1377
18. O -0.8653
19. C 0.6442
20. F -0.2891
21. H 0.2273
22. H 0.2304
23. H 0.2655
24. H 0.1950
25. H 0.2475
26. H 0.2828
27. H 0.5202
28. H 0.2746
29. H 0.2436
30. H 0.2758
31. H 0.2705
32. H 0.2741
33. H 0.2562
34. H 0.2321
35. H 0.4018
36. H 0.4079
37. H 0.5235
38. C -0.1015
39. C -0.0949
40. O -0.6773
41. S 2.5103
42. O -0.8845
43. O -0.8684
44. O -0.6741
45. H 0.1992
46. H 0.2098
47. H 0.2230
48. H 0.1587

=====

DFT (ωB97M-V/def2-TZVPD) results for a structure of composition C13H21CaClN3.

**Orbital gap**: 0.2363 Eh
**Lowest unoccupied orbital energy**: -2.877 eV
**Charge**: +1

Positions of all 39 atoms, in Å:
Ca -0.2014 -0.3781 1.0044
C 0.9119 2.5750 0.3170
C 2.0656 2.0288 1.1720
N 1.8819 0.7365 1.8681
C 2.8510 -0.3631 1.5285
C 2.8318 -0.7929 0.0703
N 1.5263 -1.1774 -0.5344
C 1.1417 -0.4830 -1.8062
C 1.0122 1.0557 -1.6699
N 0.2429 1.4891 -0.4390
H 1.2402 3.4630 -0.2577
H 0.1164 3.0101 0.9323
H 2.4000 2.8431 1.8648
H 2.9632 1.9034 0.5065
H 2.0280 0.9505 2.8797
H 2.5256 -1.2182 2.1822
H 3.9084 -0.1023 1.8124
H 3.5578 -1.6024 -0.0621
H 3.2547 0.0429 -0.5501
H 1.5234 -2.1662 -0.7786
H 0.1973 -0.9982 -2.1026
H 1.8804 -0.6491 -2.6433
H 0.4958 1.3844 -2.5994
H 1.9694 1.5754 -1.6913
H -0.5954 1.9249 -0.8433
Cl -3.5797 -1.3929 -3.4890
C -3.2527 -1.2249 -1.8247
C -2.6835 -2.2994 -1.1342
C -2.5547 -2.2328 0.2490
C -2.7919 -0.9960 0.9450
C -2.3555 -0.7627 2.2927
C -3.3351 0.0847 0.1796
C -3.6768 -0.0593 -1.1376
H -2.2766 -3.1374 -1.6975
H -2.3377 -3.1401 0.8129
H -2.1577 -1.6465 2.8993
H -2.9096 0.0056 2.7777
H -3.6540 1.0035 0.6955
H -4.1637 0.7465 -1.7289

Atomic forces in eV per Å
Ca -1.15 -0.28 0.63
C -0.54 -0.09 0.85
C 2.03 0.87 -0.84
N 0.02 0.35 1.03
C -0.28 -0.20 0.92
C 0.81 0.81 -1.47
N 0.11 0.10 -0.06
C 0.53 -0.01 -0.30
C -0.73 -0.46 -0.25
N 0.10 0.94 -1.88
H 0.20 -0.73 -0.22
H 0.14 -0.24 0.35
H -0.45 -0.76 -0.34
H -0.74 0.20 0.38
H -0.44 -0.55 -1.08
H 0.48 0.59 -0.49
H -0.92 -0.21 -0.31
H -0.13 0.05 0.17
H -0.35 -0.66 0.51
H 0.14 0.14 0.33
H 0.43 0.76 0.03
H -0.58 -0.06 0.82
H 0.19 -0.07 0.66
H 0.17 -0.28 0.14
H 0.09 -0.39 0.51
Cl -0.03 0.04 -0.95
C -0.16 0.01 1.14
C -0.02 0.76 -0.40
C 0.33 0.90 0.35
C 0.01 -0.46 -0.12
C 0.66 -0.49 -0.51
C -0.50 0.14 0.63
C 0.58 -0.29 -1.50
H -0.55 -0.10 0.14
H 0.29 0.26 -0.05
H -0.20 -0.01 0.02
H -0.20 0.55 0.61
H 0.35 -0.44 -0.10
H 0.31 -0.67 0.64

Okay, here come the natural (NBO) numbers, in e, for every atom:
1. Ca 1.7812
2. C -0.2483
3. C -0.2614
4. N -0.7313
5. C -0.2464
6. C -0.2681
7. N -0.7415
8. C -0.2507
9. C -0.2615
10. N -0.7375
11. H 0.2196
12. H 0.2162
13. H 0.2346
14. H 0.1941
15. H 0.4070
16. H 0.2081
17. H 0.2262
18. H 0.2363
19. H 0.2045
20. H 0.4021
21. H 0.2292
22. H 0.2165
23. H 0.2358
24. H 0.2080
25. H 0.4065
26. Cl 0.0188
27. C -0.1316
28. C -0.2119
29. C -0.3480
30. C -0.0841
31. C -0.9696
32. C -0.3027
33. C -0.1936
34. H 0.2293
35. H 0.2284
36. H 0.2075
37. H 0.2177
38. H 0.2243
39. H 0.2364

=====

DFT (ωB97M-V/def2-TZVPD) results for a structure of composition C13H21ClIN4OSc.

**Orbital gap (alpha / beta)**: 0.1247 / 0.0694 Eh
**Lowest unoccupied orbital energy (alpha / beta)**: 4.280 / 4.009 eV
**Charge**: -2

Positions of all 42 atoms, in Å:
C -1.8844 4.2411 -2.0097
I -2.4731 2.3597 -2.2420
H -2.7663 4.8862 -2.0207
H -1.4138 4.3591 -1.0284
H -1.1892 4.4969 -2.8127
C 1.3523 -3.6690 -2.3303
C 1.5963 -2.6883 -3.2334
N 0.9902 -1.5402 -2.7554
C 0.4224 -1.7602 -1.5310
N 0.6100 -3.0997 -1.3099
H 1.6511 -4.7045 -2.3235
H 2.1514 -2.7208 -4.1576
C -1.4262 0.0285 2.8464
C -0.0916 1.4081 1.6044
N -0.7615 0.1543 1.5935
H -1.7489 1.5952 4.4033
N -0.4926 2.0240 2.7391
H -2.1185 -0.7778 3.0407
Sc 0.8844 -0.5357 0.1340
C 1.1719 1.7811 1.1061
O 1.7218 1.3735 0.0277
C -1.3290 1.2407 3.4692
C -0.0529 3.3695 2.9322
H -0.4565 3.7337 3.8669
H -0.4019 4.0111 2.1140
H 1.0373 3.3922 2.9608
C -1.6214 -0.1896 0.4612
H -2.3363 -0.9514 0.7854
H -1.0651 -0.5784 -0.4236
H -2.2284 0.6703 0.1491
C 0.1476 -3.8164 -0.1362
H 0.0138 -4.8825 -0.3806
H -0.8104 -3.3961 0.2159
H 0.8834 -3.7346 0.6822
C 1.0523 -0.2473 -3.4129
H 0.0935 0.2874 -3.3011
H 1.2778 -0.3884 -4.4836
H 1.8447 0.3768 -2.9556
Cl 3.0012 -1.9062 0.8833
C 1.7038 -1.3701 1.9189
H 1.0310 -2.1762 2.2323
H 2.0299 -0.6557 2.6813

Atomic forces in eV per Å
C 0.74 2.64 0.62
I -0.85 -2.60 -0.50
H 0.22 -0.08 -0.24
H 0.12 -0.08 -0.29
H -0.20 0.12 0.25
C 0.23 0.06 -0.22
C -0.13 -0.15 0.25
N 0.58 0.03 -2.30
C -0.52 0.94 0.60
N -0.16 -2.28 0.27
H -0.02 0.03 -0.05
H -0.11 0.01 0.02
C -0.64 0.63 0.93
C 3.16 -0.51 -2.61
N -0.98 -2.68 -1.18
H 0.02 -0.17 -0.14
N -1.43 1.80 2.58
H 0.19 0.01 0.03
Sc 0.68 3.47 1.56
C -1.86 1.77 2.13
O 1.08 -2.89 -3.18
C 0.65 -0.17 -0.20
C -0.34 0.10 0.65
H -0.23 0.20 0.48
H 0.17 -0.09 -0.03
H -0.06 0.10 -0.14
C -1.10 0.90 0.06
H 0.30 -0.28 -0.16
H -0.89 0.20 0.14
H 0.13 0.02 -0.12
C 0.35 0.21 -0.24
H -0.01 0.30 0.06
H 0.27 -0.10 -0.22
H -0.25 -0.15 -0.12
C 0.14 -0.03 0.27
H 0.32 -0.24 -0.06
H -0.13 0.06 0.43
H -0.26 -0.09 -0.18
Cl 1.24 -0.73 -0.53
C -1.06 0.24 1.21
H 0.63 -0.07 0.34
H 0.00 -0.46 -0.15

Okay, here come the natural (NBO) numbers, in e, for every atom:
1. C -0.9694
2. I -0.5865
3. H 0.2225
4. H 0.2274
5. H 0.2218
6. C -0.1235
7. C -0.0857
8. N -0.3809
9. C -0.2756
10. N -0.3896
11. H 0.1986
12. H 0.2009
13. C -0.2265
14. C -0.0712
15. N -0.4887
16. H 0.1945
17. N -0.3954
18. H 0.1924
19. Sc 1.2471
20. C -0.0652
21. O -0.8192
22. C -0.0145
23. C -0.4009
24. H 0.1581
25. H 0.1915
26. H 0.2285
27. C -0.4597
28. H 0.1976
29. H 0.1985
30. H 0.2099
31. C -0.4050
32. H 0.1867
33. H 0.2082
34. H 0.1975
35. C -0.4127
36. H 0.2255
37. H 0.1888
38. H 0.2004
39. Cl -0.0198
40. C -0.9325
41. H 0.1933
42. H 0.2329

=====

DFT (ωB97M-V/def2-TZVPD) results for a structure of composition C13H21F5GaO2P2.

**Orbital gap**: 0.2731 Eh
**Lowest unoccupied orbital energy**: -4.002 eV
**Charge**: +1

Positions of all 44 atoms, in Å:
Ga 0.0000 0.0000 0.0000
H 0.1596 0.9589 1.0566
H 0.6476 0.2362 1.2417
P -1.1007 1.8902 -0.8689
P 1.4114 -1.8817 0.0903
C 0.6357 -3.4926 0.5567
H 1.3623 -4.3239 0.5236
H 0.2156 -3.4074 1.5726
H -0.1934 -3.6962 -0.1408
C 2.2018 -2.2797 -1.5283
H 2.7777 -1.4007 -1.8593
H 2.8634 -3.1605 -1.4490
H 1.4083 -2.4706 -2.2686
C 2.8697 -1.8049 1.2238
H 2.5122 -1.7069 2.2624
H 3.5032 -2.7056 1.1368
H 3.4614 -0.9093 0.9719
C -0.9058 2.0741 -2.6940
H -1.4085 2.9851 -3.0642
H 0.1706 2.1139 -2.9257
H -1.3318 1.1841 -3.1844
C -2.9342 1.9836 -0.6562
H -3.1697 1.9940 0.4210
H -3.3588 2.8823 -1.1378
H -3.3849 1.0786 -1.0961
C -0.5501 3.5439 -0.2538
H 0.5373 3.6306 -0.4126
H -1.0703 4.3674 -0.7751
H -0.7514 3.6104 0.8286
C -1.5547 -0.8513 0.7398
O -2.5122 -1.3831 1.1572
H 1.3739 0.7347 -0.7470
F -1.4639 -0.2910 7.0847
C -1.0853 -0.4229 5.7890
C -0.2988 -1.5066 5.3980
F 0.0868 -2.4262 6.3174
C 0.0941 -1.6480 4.0627
F 0.8607 -2.7116 3.7268
C -0.2978 -0.7017 3.0951
O 0.1104 -0.8624 1.7576
C -1.0949 0.3952 3.5084
F -1.5115 1.3415 2.6318
C -1.4819 0.5253 4.8462
F -2.2473 1.5779 5.2292

Atomic forces in eV per Å
Ga 0.96 0.20 -10.60
H 1.77 3.40 2.66
H 1.25 3.33 4.46
P -1.74 2.08 -1.47
P 1.44 -3.39 -1.39
C -0.21 0.17 0.07
H -0.32 0.42 -0.03
H 0.26 -0.15 -0.48
H 0.32 -0.06 0.19
C -0.10 0.20 0.16
H -0.15 -0.35 0.06
H -0.30 0.43 -0.05
H 0.32 0.00 0.20
C -0.36 0.80 0.19
H 0.24 -0.11 -0.47
H -0.46 0.38 -0.17
H -0.10 -0.36 0.10
C 0.19 -0.33 0.18
H 0.20 -0.43 0.26
H -0.40 0.02 0.05
H 0.12 0.36 0.08
C 0.15 -0.25 0.15
H 0.02 0.05 -0.38
H 0.25 -0.42 0.21
H 0.06 0.36 0.12
C 0.41 -0.48 0.39
H -0.39 0.05 0.06
H 0.17 -0.56 0.12
H 0.07 0.03 -0.41
C -6.97 -3.64 0.75
O 4.03 2.11 -1.10
H -0.41 -0.17 -0.35
F 0.43 -0.14 -1.47
C -0.23 0.07 0.81
C 0.27 -0.58 0.41
F -0.41 0.98 -1.00
C -0.14 0.17 0.18
F -0.55 0.81 0.11
C 0.30 0.16 -0.36
O -0.84 -3.53 7.40
C 0.29 -0.61 0.60
F 0.19 -0.52 0.12
C -0.39 0.55 0.08
F 0.78 -1.05 -0.43

Okay, here come the Löwdin numbers, in e, for every atom:
1. Ga -0.1079
2. H 0.0416
3. H 0.0552
4. P 0.7811
5. P 0.8261
6. C -0.2107
7. H 0.0677
8. H 0.0372
9. H 0.0578
10. C -0.2449
11. H 0.0464
12. H 0.0594
13. H 0.0522
14. C -0.1842
15. H 0.0406
16. H 0.0747
17. H 0.0623
18. C -0.2424
19. H 0.0631
20. H 0.0509
21. H 0.0544
22. C -0.2362
23. H 0.0489
24. H 0.0638
25. H 0.0547
26. C -0.2167
27. H 0.0584
28. H 0.0682
29. H 0.0524
30. C -0.0352
31. O 0.2284
32. H 0.0085
33. F 0.1300
34. C -0.0980
35. C -0.0981
36. F 0.1265
37. C -0.1036
38. F 0.1009
39. C -0.1292
40. O -0.3946
41. C -0.1146
42. F 0.0824
43. C -0.1005
44. F 0.1229